No. 1
Here is a cluster of 2 separate species, C5H9NO in total at a distorted geometry from the Open Molecules 2025 dataset. Energies are from ωB97M-V/def2-TZVPD.

Values from the calculation:
**Orbital gap**: 11.008 eV
**Relative energy (zero: lowest compared OMol25 entry of this formula, charge and spin)**: 140.4 kJ/mol
**Charge**: 0

Last column: Löwdin charge in e.
Atoms and positions in Å:
1 C 1.308388 0.861020 0.004149  -0.09
2 C 0.070071 0.391887 0.768446  -0.43
3 C 0.291653 -0.970334 1.445153  -0.08
4 C -1.203446 0.412911 -0.009662  -0.25
5 N -1.284332 0.826266 -1.199788  0.09
6 C 0.053777 -1.240815 -2.523167  0.01
7 O -0.650388 -1.374572 -3.410485  0.02
8 H 1.627880 0.144110 -0.762132  0.05
9 H 2.144082 0.999340 0.700447  0.08
10 H 1.117258 1.809772 -0.502549  0.07
11 H 1.137656 -0.905962 2.137713  0.08
12 H 0.524634 -1.753217 0.710739  0.08
13 H -0.598562 -1.286179 2.001153  0.07
14 H -2.074025 0.140337 0.613483  0.12
15 H -0.207277 1.126287 1.524046  0.13
16 H -2.257372 0.819142 -1.497545  0.06

Forces on the atoms, in the same order (eV/Å):
C 0.01 0.10 0.00
C 0.23 -0.34 -0.27
C -0.02 0.07 0.02
C 0.00 0.06 0.14
N -0.28 -0.06 -0.01
C -0.97 -0.42 -1.51
O 1.05 0.23 1.36
H -0.22 0.08 0.23
H -0.15 -0.02 -0.09
H 0.02 -0.08 0.06
H -0.18 -0.05 -0.05
H -0.07 0.26 0.06
H 0.16 0.03 -0.01
H 0.02 -0.08 -0.34
H 0.45 0.16 0.55
H -0.06 0.06 -0.16

No. 2
Here is the molecule C5H9NO at a distorted geometry from the Open Molecules 2025 dataset. Energies are from ωB97M-V/def2-TZVPD.

Values from the calculation:
**Orbital gap**: 11.341 eV
**Relative energy (zero: lowest compared OMol25 entry of this formula, charge and spin)**: 313.3 kJ/mol
**SMILES**: CC(C)(C#N)CO
**Charge**: 0

Last column: Löwdin charge in e.
Atoms and positions in Å:
1 C -1.021534 -0.787531 0.545768  -0.08
2 C -0.190482 0.334715 -0.035209  -0.57
3 C -0.374568 0.167578 -1.524868  -0.04
4 C -0.875954 1.405370 0.728116  -0.21
5 N -1.315095 2.262293 1.371020  0.16
6 C 1.306171 0.304983 0.365450  -0.21
7 O 1.787011 -1.020372 0.310814  -0.05
8 H -0.781568 -1.700511 -0.314020  0.13
9 H -0.793496 -0.946728 1.614650  0.10
10 H -2.090854 -0.590260 0.391610  0.09
11 H -1.400309 0.322502 -1.865974  0.08
12 H -0.348603 -1.123067 -1.454160  0.13
13 H 0.317138 0.794639 -2.134864  0.09
14 H 1.878809 0.957378 -0.316630  0.13
15 H 1.393441 0.723456 1.374660  0.13
16 H 2.509888 -1.104445 0.943640  0.10

Forces on the atoms, in the same order (eV/Å):
C 0.41 -3.28 -1.54
C -0.70 0.24 0.89
C -0.09 -2.14 -0.24
C 0.63 2.08 -0.51
N 0.20 -0.91 -0.51
C -0.27 0.37 0.17
O 0.15 -0.09 0.07
H -0.78 1.44 3.70
H -0.21 -0.52 -0.63
H 0.31 0.02 0.22
H 0.05 0.26 0.18
H 0.98 3.86 -1.97
H -0.34 -1.04 0.26
H -0.24 -0.14 0.14
H 0.05 -0.12 -0.05
H -0.14 -0.04 -0.19

No. 3
Here is the molecule C5H9NO from the Open Molecules 2025 dataset. Energies are from ωB97M-V/def2-TZVPD.

Values from the calculation:
**Orbital gap**: 8.825 eV
**Relative energy (zero: lowest compared OMol25 entry of this formula, charge and spin)**: 532.9 kJ/mol
**Charge**: 0

Last column: Löwdin charge in e.
Atoms and positions in Å:
1 C -1.630241 -0.098510 1.451944  -0.06
2 C -1.342701 0.181307 -0.027999  -0.44
3 N -1.292145 1.445199 -0.441220  0.06
4 C 0.062454 0.453325 -0.991568  -0.17
5 C 1.490902 0.345762 -0.469970  -0.14
6 C 1.950085 -1.039545 -0.092086  -0.26
7 O 1.259303 -2.025862 -0.172370  0.06
8 H -1.195276 0.634454 2.135354  0.07
9 H -2.719172 0.071083 1.467838  0.08
10 H -1.478811 -1.122574 1.806786  0.07
11 H -1.845082 -0.602775 -0.637072  0.12
12 H -0.003063 1.431340 -1.488928  0.11
13 H -0.141294 -0.267893 -1.785118  0.13
14 H 1.723252 1.063730 0.323853  0.13
15 H 2.148430 0.642503 -1.309428  0.13
16 H 3.013360 -1.111545 0.229986  0.12

Forces on the atoms, in the same order (eV/Å):
C 0.15 0.04 0.02
C -0.40 0.09 0.04
N -0.14 -0.23 -0.07
C 0.25 -0.05 -0.26
C -0.18 0.02 0.15
C -0.28 -0.25 0.02
O 0.26 0.38 0.09
H 0.16 -0.12 -0.18
H 0.24 -0.06 0.13
H 0.23 0.13 -0.26
H 0.04 0.15 0.02
H 0.15 0.00 -0.13
H -0.04 0.08 0.15
H -0.12 -0.14 0.04
H -0.13 -0.04 0.25
H -0.18 -0.01 -0.01

No. 4
Here is a cluster of 2 separate species, C5H9NO in total at a distorted geometry from the Open Molecules 2025 dataset. Energies are from ωB97M-V/def2-TZVPD.

Values from the calculation:
**Orbital gap**: 9.316 eV
**Relative energy (zero: lowest compared OMol25 entry of this formula, charge and spin)**: 297.0 kJ/mol
**SMILES**: C/C=C\C#N.CO
**Charge**: 0

Last column: Löwdin charge in e.
Atoms and positions in Å:
1 C 0.400963 0.907788 -1.481187  -0.07
2 C 1.003438 0.507025 -0.165099  -0.20
3 C 1.133905 -0.779030 0.221626  -0.18
4 C 0.601937 -1.819139 -0.584781  -0.29
5 N 0.162833 -2.631424 -1.289315  0.13
6 H 1.161695 0.666000 -2.226388  0.09
7 H 0.173680 1.976791 -1.573944  0.08
8 H -0.494412 0.328986 -1.733327  0.09
9 H 1.580465 1.267102 0.347624  0.12
10 H 1.650304 -1.039440 1.135934  0.11
11 C -1.283997 -0.262481 1.353831  -0.09
12 O -0.589696 0.999351 1.080197  -0.16
13 H -0.746884 -0.828664 2.132858  0.10
14 H -1.446135 -0.978023 0.522852  0.08
15 H -2.232671 0.065627 1.745230  0.08
16 H -1.075424 1.619532 0.513890  0.10

Forces on the atoms, in the same order (eV/Å):
C 0.10 -0.10 -0.09
C 1.04 -0.63 -0.59
C 0.82 0.11 -0.48
C -0.32 -0.79 -0.65
N 0.31 0.64 0.64
H -0.14 0.10 -0.24
H 0.11 -0.22 0.22
H 0.18 0.02 0.10
H -0.15 -0.10 0.13
H 0.04 -0.07 -0.12
C -0.32 0.64 0.14
O -0.96 -0.15 0.63
H -0.04 0.66 -0.32
H 0.26 0.90 0.03
H -0.52 -0.36 0.26
H -0.43 -0.65 0.37

No. 5
Here is the molecule C5H9NO from the Open Molecules 2025 dataset. Energies are from ωB97M-V/def2-TZVPD.

Values from the calculation:
**Orbital gap**: 7.780 eV
**Relative energy (zero: lowest compared OMol25 entry of this formula, charge and spin)**: 268.3 kJ/mol
**Charge**: 0

Last column: Löwdin charge in e.
Atoms and positions in Å:
1 C 1.341295 -0.216130 -1.783353  -0.01
2 N 0.709378 -0.265560 -0.452678  -0.24
3 C 1.415872 0.178885 0.562751  0.04
4 C -0.564117 -0.738445 -0.436360  -0.06
5 C -1.584820 -0.441175 0.536643  -0.48
6 O -2.641840 -1.067880 0.528802  0.01
7 C -1.433944 0.739024 1.490440  -0.04
8 H 2.424629 -0.156281 -1.675035  0.09
9 H 0.956155 0.650266 -2.324822  0.10
10 H 1.081876 -1.125389 -2.326267  0.10
11 H 1.039839 0.049376 1.566014  0.08
12 H 2.362745 0.664085 0.372104  0.08
13 H -0.844438 -1.358887 -1.278086  0.11
14 H -2.427512 1.178490 1.605633  0.08
15 H -1.102389 0.408305 2.481633  0.08
16 H -0.732726 1.501322 1.132583  0.07

Forces on the atoms, in the same order (eV/Å):
C 0.08 -0.03 -0.13
N 0.08 0.11 0.24
C -0.10 -0.04 -0.06
C -0.09 -0.05 -0.05
C -0.01 0.01 -0.01
O 0.23 0.14 0.01
C -0.05 0.03 0.04
H -0.16 0.01 0.00
H 0.05 -0.13 0.07
H 0.02 0.11 0.08
H 0.05 0.03 -0.15
H -0.14 -0.09 -0.01
H 0.03 0.10 0.10
H 0.12 -0.08 -0.01
H -0.03 0.01 -0.15
H -0.09 -0.13 0.02

No. 6
Here is the molecule C5H9NO at a distorted geometry from the Open Molecules 2025 dataset. Energies are from ωB97M-V/def2-TZVPD.

Values from the calculation:
**Orbital gap**: 10.317 eV
**Relative energy (zero: lowest compared OMol25 entry of this formula, charge and spin)**: 256.9 kJ/mol
**SMILES**: C=C[C@@](C)(O)N=C
**Charge**: 0

Last column: Löwdin charge in e.
Atoms and positions in Å:
1 C 1.780632 -1.030302 0.581800  0.02
2 C 0.607872 -0.465507 0.877698  -0.13
3 C -0.179182 0.618152 0.221059  -0.61
4 C -1.686736 0.345906 0.240743  -0.03
5 O 0.053696 1.808453 0.951492  -0.01
6 N 0.245943 0.781478 -1.238319  0.06
7 C 0.293232 -0.161700 -2.093655  -0.06
8 H 2.217369 -1.784815 1.227830  0.06
9 H 2.372116 -0.738677 -0.279667  0.06
10 H 0.100547 -0.766191 1.838833  0.12
11 H -2.085262 0.406201 1.260430  0.08
12 H -2.212596 1.120789 -0.328985  0.09
13 H -1.942847 -0.626385 -0.189811  0.08
14 H -0.232331 1.664918 1.864967  0.10
15 H 0.142755 -1.213050 -1.782371  0.08
16 H 0.524791 0.040730 -3.152045  0.07

Forces on the atoms, in the same order (eV/Å):
C -0.47 0.48 -0.02
C -0.05 -1.22 1.70
C 0.15 -0.93 -1.97
C -0.27 0.06 -0.21
O 0.32 0.53 -0.63
N -0.41 0.85 0.39
C -0.15 0.11 1.76
H -0.12 0.13 0.01
H -0.19 -0.05 -0.05
H 0.62 0.02 -0.90
H 0.22 -0.19 -0.05
H 0.27 -0.11 0.00
H 0.11 0.06 0.08
H 0.08 -0.07 -0.32
H -0.08 0.22 -0.37
H -0.03 0.09 0.58

No. 7
Here is the molecule C5H9NO at a distorted geometry from the Open Molecules 2025 dataset. Energies are from ωB97M-V/def2-TZVPD.

Values from the calculation:
**Orbital gap**: 10.895 eV
**Relative energy (zero: lowest compared OMol25 entry of this formula, charge and spin)**: 236.9 kJ/mol
**SMILES**: [H]/N=C(\C)C[C@H]1CO1
**Charge**: 0

Last column: Löwdin charge in e.
Atoms and positions in Å:
1 H -0.632143 -1.304412 1.975200  0.06
2 N -0.119712 -0.550291 1.523906  0.14
3 C -0.770725 -0.078372 0.544058  -0.44
4 C -2.142744 -0.507327 0.112292  -0.03
5 C -0.077080 1.078024 -0.143883  -0.08
6 C 1.212008 0.560419 -0.868053  -0.27
7 C 2.260741 -0.247086 -0.235663  -0.13
8 O 1.298391 -0.849450 -1.095952  -0.07
9 H -2.706838 0.319843 -0.336215  0.08
10 H -2.701780 -0.912688 0.964536  0.08
11 H -1.969047 -1.275887 -0.648679  0.09
12 H 0.106630 1.746505 0.683655  0.11
13 H -0.670111 1.619548 -0.894445  0.11
14 H 1.487458 1.102070 -1.776716  0.13
15 H 3.284277 -0.213643 -0.622538  0.11
16 H 2.140678 -0.487253 0.818498  0.09

Forces on the atoms, in the same order (eV/Å):
H -0.07 -0.11 0.05
N -0.30 -0.24 0.15
C 0.01 0.63 0.47
C 0.21 -0.04 -0.10
C 0.60 -0.67 -0.98
C -0.42 0.25 0.02
C 0.10 0.20 0.16
O -0.07 0.02 0.00
H 0.15 -0.24 0.09
H 0.12 -0.06 -0.32
H -0.40 -0.01 0.00
H 0.59 0.49 -0.05
H -0.10 -0.36 0.28
H -0.09 0.15 0.36
H -0.33 0.01 0.04
H 0.03 -0.02 -0.18

The calculation returns the following LUMO values, one per record and in order: 0.970, 0.593, 0.865, 0.613, 0.256, 0.941, 1.066 eV.
The calculation returns the following energy values, one per record and in order: -325.884063, -325.818221, -325.734573, -325.824427, -325.835371, -325.839716, -325.847315 a.u..